Computed, not measured: a gas-phase ion, C22H17N4O8S (charge -1) in a non-equilibrium geometry, with ωB97M-V with the def2-TZVPD basis set.

Output
* ΔE to the lowest compared entry with this formula, charge and spin: 42.7 kcal/mol
* largest force on an atom: 4.83 eV/A
* 2S+1: 1
* gap between HOMO and LUMO: 3.80 eV
* total charge: -1

Positions of all 52 atoms, in Å:
C  -4.69  -1.73  0.84
C  -3.62  -0.94  1.55
C  -3.27  -1.23  2.87
C  -2.26  -0.52  3.51
C  -1.61  0.53  2.83
S  -0.17  1.31  3.54
O  -0.11  2.73  3.23
O  -0.05  0.87  4.89
N  1.11  0.72  2.58
C  1.42  -0.63  2.44
C  0.94  -1.77  3.04
C  1.59  -3.01  2.92
N  1.01  -4.21  3.45
O  1.68  -5.28  3.38
O  -0.13  -4.14  3.94
C  2.79  -3.10  2.16
C  3.28  -1.96  1.54
C  2.65  -0.72  1.70
C  3.07  0.57  1.43
N  4.21  0.82  0.64
O  4.92  -0.19  0.37
O  4.51  1.96  0.23
C  2.10  1.59  1.89
C  -2.07  0.94  1.58
C  -2.99  0.13  0.91
H  -4.68  -1.53  -0.23
H  -4.56  -2.81  1.00
H  -5.68  -1.47  1.22
H  -3.76  -2.06  3.38
H  -1.96  -0.79  4.51
H  0.07  -1.77  3.65
H  3.30  -4.05  2.09
H  4.21  -1.98  0.98
H  2.57  2.29  2.69
H  -1.72  1.87  1.14
H  -3.20  0.33  -0.14
C  1.72  2.55  0.76
N  1.13  1.85  -0.36
O  0.39  0.88  -0.27
O  1.37  2.47  -1.55
C  2.46  3.64  0.03
C  2.58  3.28  -1.38
C  2.76  4.45  -2.30
C  3.07  5.67  -1.80
C  3.00  5.93  -0.41
C  2.63  4.96  0.52
H  1.02  3.14  1.41
H  3.32  2.49  -1.65
H  2.82  4.23  -3.38
H  3.22  6.49  -2.51
H  3.18  6.91  -0.04
H  2.33  5.13  1.57